{"formula": "C44H121N11O11", "method": "the ωB97M-V functional and the def2-TZVPD basis", "molar_mass_g_mol": 980.5, "e_tot_ev": -86495.7987, "spin_multiplicity": 1, "total_charge": 0, "relative_energy_kj_mol": 331.5, "e_lumo_ev": 0.664, "smiles": "COC[C@H](C)N.COC[C@H](C)N.COC[C@H](C)N.COC[C@H](C)N.COC[C@H](C)N.COC[C@H](C)N.COC[C@H](C)N.COC[C@H](C)N.COC[C@H](C)N.COC[C@H](C)N.COC[C@H](C)N", "symbols": ["O", "O", "O", "O", "O", "O", "O", "O", "O", "O", "O", "N", "N", "N", "N", "N", "N", "N", "N", "N", "N", "N", "C", "C", "C", "C", "C", "C", "C", "C", "C", "C", "C", "C", "C", "C", "C", "C", "C", "C", "C", "C", "C", "C", "C", "C", "C", "C", "C", "C", "C", "C", "C", "C", "C", "C", "C", "C", "C", "C", "C", "C", "C", "C", "C", "C", "H", "H", "H", "H", "H", "H", "H", "H", "H", "H", "H", "H", "H", "H", "H", "H", "H", "H", "H", "H", "H", "H", "H", "H", "H", "H", "H", "H", "H", "H", "H", "H", "H", "H", "H", "H", "H", "H", "H", "H", "H", "H", "H", "H", "H", "H", "H", "H", "H", "H", "H", "H", "H", "H", "H", "H", "H", "H", "H", "H", "H", "H", "H", "H", "H", "H", "H", "H", "H", "H", "H", "H", "H", "H", "H", "H", "H", "H", "H", "H", "H", "H", "H", "H", "H", "H", "H", "H", "H", "H", "H", "H", "H", "H", "H", "H", "H", "H", "H", "H", "H", "H", "H", "H", "H", "H", "H", "H", "H", "H", "H", "H", "H", "H", "H", "H", "H", "H", "H", "H", "H"], "coordinates": [[-5.93615, -13.42669, 25.53387], [5.15223, -12.17088, 23.36000], [-2.99674, -12.73201, 26.94547], [-1.05216, -14.11490, 16.45280], [-7.23528, -10.97345, 21.46832], [-0.49066, -8.02401, 19.50093], [0.54880, -9.60651, 26.48297], [-2.24192, -10.46100, 15.43193], [-4.61936, -22.48924, 25.53356], [-2.28796, -13.47569, 20.90658], [-0.23685, -17.03675, 25.73575], [-2.84722, -19.32761, 26.34177], [-4.83839, -11.42316, 19.78510], [-0.16038, -9.33584, 22.15048], [4.60859, -15.07490, 24.12584], [-3.79220, -12.90132, 14.43940], [-4.82383, -16.98247, 25.73930], [-3.86501, -9.52663, 25.45930], [1.25835, -15.05041, 22.89075], [2.03526, -12.45910, 24.62325], [0.28686, -12.38885, 21.34123], [-4.99489, -9.95427, 15.62843], [-2.26307, -12.89139, 28.15945], [0.62170, -8.72031, 19.84220], [-4.95770, -15.67711, 25.06304], [-1.95601, -10.92704, 16.73417], [-6.00354, -22.75012, 25.57021], [-0.83189, -16.21599, 26.69253], [-4.11993, -14.92690, 15.67281], [-2.34357, -11.29499, 24.38726], [6.08575, -13.13397, 23.42351], [-0.23648, -12.59215, 19.97473], [0.80509, -16.37691, 24.99931], [-1.29336, -13.70781, 19.84822], [1.44801, -10.24565, 25.59747], [-1.97172, -21.62511, 26.35338], [-4.11017, -9.19793, 14.74251], [-8.38383, -11.34570, 22.17991], [-6.04298, -11.56919, 21.89241], [2.23837, -9.00811, 21.82393], [2.53096, -12.10520, 26.97225], [0.26028, -15.77040, 23.72449], [0.89510, -12.84185, 19.00877], [5.50679, -14.49127, 23.05884], [0.30971, -8.24705, 26.11548], [-5.93170, -15.88857, 23.88281], [-3.38554, -14.26360, 20.70744], [5.63587, -10.84851, 23.50842], [-3.31447, -11.41536, 26.73010], [-2.73435, -9.18715, 15.25540], [-6.97380, -12.76397, 26.28598], [-4.95321, -9.37605, 21.24461], [-3.55120, -10.98719, 25.31782], [-4.62218, -7.81102, 14.45076], [-1.74765, -14.02512, 15.21287], [-2.92892, -20.70500, 25.70567], [1.58632, -11.75149, 25.85029], [-4.88939, -10.89446, 21.18890], [-3.21484, -13.75864, 15.45842], [-0.49484, -16.80482, 22.94255], [-4.36786, -21.15565, 26.05595], [4.73663, -14.48417, 21.73453], [-0.94148, -15.40971, 16.97701], [-0.44614, -7.62678, 18.13009], [-5.54855, -14.70597, 26.04251], [0.81457, -8.54374, 21.40866], [-2.39853, -10.86358, 23.37735], [-4.45049, -11.48794, 25.00455], [-0.77655, -14.68294, 20.04277], [2.40792, -9.71800, 25.67328], [-2.71962, -20.73924, 24.63537], [-1.82029, -13.68863, 18.96984], [-7.24148, -11.72922, 25.94399], [0.23329, -8.14158, 24.99125], [-3.55848, -18.73804, 25.93483], [-2.40440, -10.82834, 27.00935], [-4.03375, -14.32759, 21.60652], [-2.01546, -21.63643, 27.48249], [1.47034, -8.22216, 19.30675], [-0.07385, -10.30045, 21.81976], [-4.54846, -16.84828, 26.70627], [1.21008, -15.52125, 25.68341], [1.93266, -15.77909, 22.53215], [-6.73103, -12.72783, 27.34546], [-6.32899, -14.90419, 23.56187], [-4.19838, -9.76503, 13.76882], [2.99664, -12.25775, 24.41286], [-4.99045, -14.53247, 16.10494], [0.35261, -6.86123, 17.98457], [0.06152, -17.71400, 22.91126], [0.63184, -12.14775, 26.14995], [-0.13938, -15.39572, 17.71631], [-2.98333, -9.01974, 25.68455], [-1.52786, -16.87628, 27.23173], [0.49886, -9.79530, 19.62746], [-4.23359, -9.17230, 24.55692], [-1.23782, -10.32275, 17.19936], [-6.04223, -12.60730, 21.50183], [2.35868, -13.09977, 27.40115], [-1.78828, -15.59774, 17.68315], [-0.83769, -16.27285, 16.28901], [-2.74434, -12.38041, 28.99857], [-1.18116, -12.48970, 28.13003], [-5.63927, -11.23975, 19.18135], [-3.29181, -13.15062, 16.38498], [2.36404, -10.05589, 21.84158], [-4.87222, -9.68953, 16.60026], [-8.17830, -11.06143, 23.24073], [1.48361, -12.16464, 23.79825], [-3.83918, -7.17022, 14.04422], [4.45024, -15.52670, 21.50720], [-0.12420, -15.85487, 27.39764], [-3.89994, -13.28674, 13.49158], [2.44558, -11.49075, 27.86718], [-9.17946, -10.72796, 21.81802], [6.48430, -13.22502, 24.46923], [1.05709, -7.55547, 26.45938], [-1.94354, -18.91567, 26.07743], [-1.64347, -11.95288, 16.73872], [-6.38415, -22.66824, 26.60500], [-5.02861, -7.31059, 15.38910], [3.83881, -14.35614, 24.24337], [-6.72478, -16.55065, 24.23266], [6.33066, -10.57061, 22.69678], [-7.85656, -13.37723, 26.14641], [-4.96552, -10.95185, 15.52175], [-4.08361, -8.78110, 20.83007], [7.01053, -12.94239, 22.86742], [1.67176, -12.10350, 18.97585], [-2.22290, -22.65088, 26.08608], [-3.91143, -11.23948, 21.60961], [-5.84770, -9.03924, 20.70058], [-5.73903, -17.40585, 25.75415], [-2.06060, -12.34185, 24.29893], [5.49248, -14.19555, 21.03253], [-2.67304, -8.61894, 16.18338], [-4.15602, -10.98445, 27.33436], [-6.26383, -23.73051, 25.18377], [2.32806, -8.62950, 22.84822], [-0.27842, -8.40319, 17.42390], [-5.14962, -9.03375, 22.32145], [0.58931, -7.50594, 21.63616], [3.01043, -8.61045, 21.22655], [-4.43695, -15.34225, 14.73654], [-3.99234, -13.98113, 19.87413], [-3.11303, -15.30002, 20.46289], [5.02294, -15.25553, 25.00876], [-4.00785, -15.30336, 24.69402], [-0.61031, -16.53637, 21.89848], [-2.24097, -13.95828, 28.42609], [-2.85367, -10.84321, 17.42729], [1.57669, -17.09632, 24.78309], [6.41177, -15.13306, 23.01189], [-8.68307, -12.40430, 22.08350], [-3.42962, -11.98011, 14.41803], [-1.11480, -8.96614, 21.88101], [-1.35495, -7.20552, 17.76202], [-1.37817, -15.44958, 26.20689], [-0.94967, -21.38718, 26.05055], [-1.33799, -13.29312, 14.57394], [0.47818, -13.07939, 18.04961], [-1.47072, -17.15290, 23.39296], [-1.99993, -8.67742, 14.60195], [-5.88163, -11.62290, 22.97898], [4.83569, -10.09545, 23.40750], [-0.41945, -14.95349, 24.01162], [-6.54159, -22.06128, 24.83902], [6.01868, -10.65195, 24.55675], [1.47853, -13.78571, 19.31546], [1.76068, -14.42447, 23.46819], [-1.55938, -14.98154, 14.74516], [-5.41919, -7.90300, 13.71189], [-4.83856, -14.61058, 26.87612], [-0.47142, -12.45181, 21.96194], [-5.44939, -16.32488, 23.01643], [-0.60348, -7.86178, 26.68454], [1.02912, -10.10148, 24.52989], [-3.95724, -11.06104, 19.33522], [-5.03650, -20.36359, 25.57510], [-3.73491, -15.65943, 16.33048], [0.88256, -13.20725, 21.48346], [3.85110, -13.84378, 21.76512], [-1.44072, -10.75322, 24.87986], [3.56591, -12.09480, 26.59030], [-4.53256, -21.13262, 27.19345], [-0.81332, -11.67136, 19.78848], [-6.43944, -15.18825, 26.48836]], "forces_ev_per_angstrom": [[0.33, 0.54, -0.21], [-1.81, 2.40, -0.44], [0.41, -1.45, 0.67], [0.73, 0.18, -0.51], [-0.19, 0.34, -0.34], [-2.45, 1.14, -1.85], [-0.32, 0.34, 0.24], [0.58, -2.22, 0.02], [-0.15, 1.16, 0.35], [1.94, 0.64, -0.50], [1.10, -0.47, -0.69], [0.87, -1.24, -0.90], [1.61, 0.49, -0.20], [-1.40, 0.65, -0.42], [-1.44, 1.88, -2.01], [-1.30, -0.80, -0.90], [0.54, 0.54, -0.22], [0.55, -0.28, -0.92], [0.06, -2.91, -1.10], [-1.13, 0.14, -0.08], [1.36, -0.67, -1.83], [-0.55, 0.92, 0.24], [0.92, -0.01, 0.15], [2.01, 0.23, 1.86], [-1.09, -0.46, -1.01], [-2.29, 0.51, 0.63], [-0.76, 0.82, -0.78], [-0.93, -1.69, 0.13], [0.19, 0.20, -0.62], [1.32, 1.53, 1.18], [1.98, -1.75, 1.56], [-0.82, 0.71, 0.48], [-0.19, 1.71, 1.71], [1.25, 0.10, 4.15], [-0.75, 0.49, -1.58], [0.94, -0.97, 1.57], [-1.48, -1.39, -1.22], [0.70, 0.21, 1.15], [0.42, -1.24, -0.52], [-1.76, 1.62, 1.19], [0.80, -0.51, 0.56], [-0.50, 1.57, -0.07], [0.63, -1.99, 0.76], [-0.31, -0.97, 1.39], [-1.39, 0.03, -0.10], [0.43, 0.97, 0.15], [-1.24, -1.99, 0.48], [-0.17, 0.92, 0.72], [1.04, 2.46, 0.92], [1.95, 1.18, 0.14], [0.10, -0.51, -0.44], [-0.49, 1.46, 1.08], [0.17, 0.42, -0.81], [-0.78, 0.81, 1.00], [-0.30, -1.73, 1.18], [-1.32, 1.06, 1.88], [0.38, 0.10, -0.35], [1.19, -0.17, -1.39], [-0.22, 1.52, 0.00], [-1.18, -0.72, -0.07], [-0.17, 0.30, -0.39], [0.56, -1.12, 0.92], [-0.74, -0.38, 1.99], [0.78, 1.13, 0.56], [-1.04, 0.70, 1.41], [0.51, -1.50, -1.62], [-0.38, -0.11, 0.29], [-0.46, -0.15, -0.57], [-0.60, 0.40, -0.24], [0.26, -0.25, -0.23], [-0.47, 0.27, -0.21], [-0.92, 0.01, -2.58], [0.90, -0.98, -0.12], [-0.31, -0.12, 1.14], [-0.05, 0.31, -0.27], [-0.41, 0.06, 0.22], [0.50, 0.37, -0.35], [-0.06, 0.47, -1.10], [-0.04, -0.89, 0.37], [-0.17, 0.10, 0.19], [0.14, -0.08, 0.08], [-0.22, -1.42, -1.22], [-0.65, 1.19, 0.52], [0.12, 0.07, 0.18], [-0.01, -0.60, 0.24], [0.63, 0.47, 0.80], [0.52, 0.31, -0.05], [-1.41, 0.40, 0.70], [-0.37, -0.45, 0.12], [0.80, -0.88, 0.01], [-0.79, -0.01, -0.25], [0.56, -0.07, -0.48], [-0.88, -0.42, -0.43], [0.02, 0.35, -0.05], [0.47, 0.14, -0.20], [0.56, -0.19, 0.85], [1.46, 0.88, 0.62], [0.10, 0.13, 0.48], [-0.05, -0.14, -0.59], [0.00, -0.23, -0.84], [0.02, 0.79, -0.03], [-0.17, 0.14, -0.11], [-1.52, -0.50, -0.38], [0.16, 0.38, 0.49], [0.37, -0.34, -0.37], [-0.27, -1.36, -0.04], [-0.06, -0.11, -0.08], [-0.56, -0.56, -0.36], [0.37, -0.12, 0.66], [0.02, 0.00, -0.06], [-0.05, 0.52, 0.06], [0.77, 0.65, 0.65], [0.27, 0.09, 0.84], [0.01, 0.60, -0.29], [-0.54, 0.30, -0.23], [-0.26, 0.00, -0.32], [1.04, 0.06, 0.13], [-0.41, -0.08, 0.16], [0.25, -0.30, -0.33], [-0.11, 0.16, -0.44], [0.45, -0.61, -1.13], [1.06, -1.31, 0.25], [-0.27, 0.16, -0.24], [0.28, -0.38, 0.56], [-0.53, -0.05, 0.25], [0.25, -0.27, -0.09], [-0.69, -1.08, 0.49], [-0.20, 0.30, -0.68], [0.03, 0.82, -0.13], [0.27, -0.07, -0.33], [-0.88, 0.07, 0.02], [0.25, -0.09, 0.07], [-0.18, -0.16, 0.14], [-0.30, -0.20, 0.14], [-0.09, 0.54, -1.01], [-0.29, 0.13, 0.43], [0.44, -0.81, -0.14], [0.58, -0.39, 0.14], [0.45, -0.23, -0.03], [0.60, -1.26, -0.27], [0.48, -0.36, -1.29], [0.49, 0.29, -0.01], [0.86, 0.75, -0.78], [0.09, -0.60, -0.60], [-0.54, 0.78, -0.61], [0.27, -0.20, 0.30], [0.68, 0.15, 0.73], [0.32, -0.12, 0.04], [-0.37, 0.40, -0.10], [0.07, 0.28, -0.35], [0.59, -0.21, -0.85], [0.41, -0.33, -0.02], [-0.63, -0.01, -0.26], [0.38, 0.21, 0.05], [0.71, 0.72, -0.06], [1.33, -0.82, 0.46], [-0.97, 0.54, 0.55], [-0.63, 1.23, -0.21], [0.06, -0.20, 0.10], [0.69, 1.22, -0.31], [0.04, 0.21, -0.80], [0.92, 0.88, -0.43], [-0.53, 0.04, -0.16], [-0.40, 0.38, 0.02], [-0.25, -0.77, -0.07], [-0.18, -0.28, 0.10], [0.39, -0.36, 1.17], [0.19, -0.45, -1.16], [-0.96, 1.04, -0.17], [0.71, 0.73, 0.83], [-0.33, -0.39, -0.70], [-0.10, 0.32, 0.21], [0.02, 0.39, -0.03], [-1.21, -0.33, 1.17], [0.14, -0.30, -0.05], [0.79, -0.90, -1.09], [0.72, -0.20, 1.31], [-1.49, -0.50, 0.47], [0.27, -1.21, 0.53], [0.55, -0.91, 0.54], [-0.17, 0.12, 0.68], [0.29, 0.04, -0.14], [-1.20, -0.86, -0.77], [-0.18, 0.16, 0.35], [0.30, -0.03, -1.54], [0.32, 0.02, -0.58], [0.01, 0.05, -0.22]]}